218
Properties=species:S:1:pos:R:3:lowdin_charge:R:1 method="wB97M-V/def2-TZVPD" e_lumo_ev=-4.8 orbital_gap_ev=6.23 total_charge=+1
C 3.60 0.57 -0.17 -0.008
C 2.50 -0.46 0.07 -0.376
C 2.30 -0.64 1.62 -0.079
C 1.05 -1.47 2.04 -0.130
C -0.17 -0.64 1.47 -0.107
C -0.11 -0.45 -0.08 -0.416
N 1.23 0.11 -0.49 0.123
O 1.28 0.62 -1.68 0.184
C -1.22 0.56 -0.42 -0.016
C -0.39 -1.73 -0.77 -0.008
C 2.88 -1.80 -0.65 0.021
H 3.81 0.73 -1.23 0.072
H 4.55 0.30 0.29 0.087
H 3.32 1.52 0.29 0.090
H 2.24 0.36 2.05 0.099
H 3.18 -1.10 2.08 0.105
H 1.00 -1.52 3.12 0.084
H 0.89 -2.52 1.77 0.102
H -0.14 0.37 1.88 0.098
H -1.09 -1.07 1.87 0.109
H -1.47 0.63 -1.48 0.080
H -1.06 1.57 -0.02 0.071
H -2.22 0.35 -0.05 0.078
H -0.20 -1.55 -1.83 0.093
H -1.45 -2.01 -0.82 0.107
H 0.23 -2.53 -0.37 0.067
H 3.91 -1.96 -0.33 0.082
H 2.95 -1.81 -1.73 0.087
H 2.41 -2.70 -0.25 0.054
C -2.73 0.95 3.31 -0.109
C -3.22 2.34 3.58 -0.268
C -2.45 3.44 2.83 -0.213
C -3.03 4.82 3.13 -0.227
C -2.40 6.03 2.48 -0.284
C -3.36 7.23 2.49 -0.103
H -3.30 0.28 3.95 0.070
H -1.68 0.89 3.60 0.057
H -2.88 0.63 2.27 0.067
H -4.27 2.38 3.27 0.110
H -3.26 2.60 4.64 0.113
H -2.40 3.27 1.76 0.094
H -1.40 3.34 3.11 0.089
H -4.03 4.75 2.68 0.110
H -3.24 5.11 4.16 0.120
H -1.42 6.30 2.90 0.101
H -2.06 5.77 1.47 0.072
H -4.28 7.07 1.93 0.069
H -3.62 7.53 3.50 0.072
H -2.87 8.11 2.07 0.066
C -7.83 7.30 -4.13 -0.125
C -6.74 7.16 -3.08 -0.284
C -5.97 5.82 -3.17 -0.198
C -5.45 5.32 -1.75 -0.182
C -4.44 4.15 -2.00 -0.286
C -3.80 3.70 -0.72 -0.117
H -8.53 8.13 -4.02 0.070
H -8.36 6.38 -4.34 0.068
H -7.33 7.48 -5.08 0.070
H -6.06 8.00 -3.15 0.105
H -7.21 7.15 -2.09 0.097
H -5.10 6.20 -3.70 0.102
H -6.54 5.06 -3.71 0.108
H -4.86 6.09 -1.25 0.104
H -6.23 4.93 -1.10 0.108
H -5.03 3.32 -2.38 0.092
H -3.84 4.37 -2.88 0.097
H -4.35 2.99 -0.11 0.069
H -2.88 3.19 -0.98 0.057
H -3.48 4.57 -0.14 0.059
C 1.91 -3.08 -4.88 -0.201
C 1.22 -2.02 -5.76 -0.208
O 1.68 -0.69 -5.52 -0.089
O 1.39 -3.17 -3.55 -0.108
H 2.99 -2.95 -4.93 0.127
H 1.74 -4.03 -5.39 0.118
H 0.15 -2.11 -5.58 0.106
H 1.31 -2.19 -6.83 0.123
H 0.92 -0.14 -5.72 0.045
H 0.56 -3.66 -3.61 0.037
C -1.82 -5.04 -2.44 -0.235
C -1.67 -6.53 -2.55 -0.236
O -1.82 -7.04 -3.86 -0.030
O -1.18 -4.42 -3.51 -0.099
H -1.39 -4.63 -1.53 0.116
H -2.90 -4.88 -2.49 0.113
H -2.27 -7.08 -1.83 0.133
H -0.67 -6.77 -2.19 0.108
H -1.08 -6.76 -4.41 0.082
H -1.62 -4.53 -4.35 0.115
C 6.11 2.89 1.04 -0.204
C 7.04 2.02 1.96 -0.187
O 6.55 0.67 2.10 -0.102
O 4.87 3.21 1.67 -0.101
H 5.80 2.48 0.08 0.100
H 6.53 3.85 0.77 0.115
H 7.24 2.43 2.95 0.118
H 8.02 2.05 1.50 0.111
H 5.66 0.73 2.47 0.022
H 4.78 2.62 2.43 0.029
C -6.22 -5.08 0.30 -0.238
C -5.50 -4.41 -0.91 -0.265
O -4.26 -3.81 -0.60 -0.113
O -7.14 -6.05 -0.19 -0.054
H -6.75 -4.36 0.93 0.108
H -5.32 -5.48 0.79 0.111
H -6.20 -3.71 -1.37 0.109
H -5.38 -5.24 -1.62 0.118
H -4.08 -3.22 -1.35 0.007
H -7.76 -6.26 0.51 0.086
C 4.85 -3.49 2.28 -0.199
C 6.29 -4.15 2.25 -0.249
O 6.29 -5.27 3.05 -0.049
O 4.12 -4.12 1.23 -0.090
H 4.89 -2.43 2.04 0.094
H 4.35 -3.77 3.21 0.105
H 6.97 -3.43 2.69 0.109
H 6.63 -4.37 1.23 0.124
H 6.39 -4.96 3.96 0.088
H 3.90 -5.02 1.51 0.090
O -1.43 -4.25 5.71 0.012
C -2.37 -4.19 4.92 -0.585
N -3.24 -5.18 4.93 0.161
C -2.62 -2.98 4.01 -0.001
H -3.00 -5.96 5.52 0.119
H -4.11 -5.22 4.41 0.110
H -2.84 -3.16 2.96 0.077
H -1.82 -2.23 4.05 0.062
H -3.45 -2.39 4.41 0.079
O 5.29 1.92 -3.77 0.023
C 4.17 1.55 -4.05 -0.567
N 3.77 0.30 -3.75 0.174
C 3.06 2.43 -4.65 0.015
H 3.12 -0.12 -4.40 0.061
H 4.42 -0.31 -3.28 0.069
H 2.75 2.98 -3.77 0.086
H 2.19 1.87 -5.00 0.043
H 3.42 3.07 -5.46 0.086
O 4.61 1.02 4.01 0.028
C 4.73 0.46 5.07 -0.585
N 4.46 0.98 6.26 0.198
C 5.44 -0.86 5.13 0.011
H 3.99 1.86 6.35 0.102
H 4.90 0.59 7.08 0.115
H 4.89 -1.58 4.52 0.065
H 5.36 -1.28 6.13 0.078
H 6.45 -0.82 4.73 0.096
O 2.13 -1.97 5.59 0.009
C 2.22 -3.18 5.47 -0.609
N 1.34 -3.96 4.82 0.181
C 3.16 -3.86 6.40 -0.012
H 0.55 -3.58 4.33 0.082
H 1.31 -4.95 5.00 0.108
H 2.79 -4.86 6.61 0.079
H 3.24 -3.39 7.38 0.091
H 4.17 -3.90 5.98 0.070
O -4.07 -2.00 -2.51 0.016
C -3.50 -1.26 -3.29 -0.539
N -2.36 -1.71 -3.78 0.198
C -3.90 0.18 -3.63 0.026
H -2.07 -2.59 -3.38 0.079
H -1.98 -1.23 -4.58 0.094
H -3.12 0.92 -3.47 0.054
H -4.77 0.56 -3.10 0.071
H -4.04 0.15 -4.71 0.092
O 2.19 -6.94 -0.65 0.029
C 2.03 -6.04 -1.47 -0.617
N 1.38 -4.92 -1.18 0.175
C 2.66 -6.13 -2.83 0.004
H 0.86 -4.96 -0.32 0.117
H 1.39 -4.18 -1.87 0.056
H 3.09 -5.15 -3.08 0.073
H 2.01 -6.41 -3.66 0.080
H 3.47 -6.85 -2.80 0.089
O -0.84 0.89 -5.28 -0.018
C -0.65 2.11 -5.20 -0.561
N -0.15 2.72 -6.27 0.177
C -0.70 2.86 -3.87 0.015
H 0.11 3.69 -6.22 0.115
H 0.12 2.17 -7.07 0.124
H 0.26 2.77 -3.37 0.066
H -1.49 2.37 -3.31 0.062
H -0.92 3.92 -4.00 0.080
O 0.54 3.16 -0.87 -0.005
C 0.19 4.25 -0.41 -0.593
N 0.39 4.49 0.87 0.198
C -0.32 5.33 -1.28 0.000
H 0.54 5.44 1.17 0.115
H 0.57 3.74 1.53 0.054
H -1.39 5.18 -1.47 0.072
H 0.11 5.45 -2.27 0.081
H -0.28 6.30 -0.79 0.082
O 5.86 -1.12 -1.99 -0.010
C 6.90 -0.59 -1.60 -0.568
N 7.22 0.65 -2.00 0.186
C 7.73 -1.32 -0.54 0.011
H 6.72 0.87 -2.86 0.074
H 8.15 1.01 -1.86 0.112
H 8.77 -1.09 -0.79 0.075
H 7.61 -2.39 -0.71 0.077
H 7.41 -1.07 0.47 0.061
O 1.46 2.61 2.52 0.012
C 1.80 2.75 3.67 -0.582
N 2.83 3.48 4.11 0.190
C 1.11 1.95 4.75 0.015
H 2.88 3.85 5.05 0.115
H 3.30 3.88 3.31 0.102
H 0.05 2.21 4.70 0.071
H 1.54 2.09 5.74 0.073
H 1.02 0.87 4.60 0.084
O -4.79 0.28 -0.51 0.021
C -5.93 -0.08 -0.33 -0.588
N -6.23 -1.36 -0.14 0.186
C -7.06 0.96 -0.53 0.006
H -7.12 -1.71 0.17 0.112
H -5.48 -2.03 -0.14 0.073
H -7.82 0.70 -1.27 0.078
H -6.67 1.94 -0.79 0.061
H -7.69 1.01 0.36 0.076



69
Properties=species:S:1:pos:R:3:lowdin_charge:R:1 method="wB97M-V/def2-TZVPD" spin_multiplicity=6 e_lumo_ev="-3.3 / -3.5" s2=8.7939 orbital_gap_ev="5.42 / 7.85" total_charge=+1
Fe 0.16 -0.69 0.25 0.898
O 6.99 0.96 -0.69 -0.043
C 6.60 -0.39 -0.79 -0.199
C 5.11 -0.49 -0.66 -0.152
C 4.46 -1.70 -0.85 0.017
C 3.09 -1.76 -0.66 -0.083
N 2.35 -0.69 -0.33 0.062
C 2.97 0.48 -0.19 -0.173
C 4.34 0.62 -0.33 0.070
C 2.10 1.64 0.13 -0.174
C 2.59 2.92 0.35 0.068
C 1.71 3.96 0.63 -0.154
C 2.25 5.35 0.87 -0.200
O 2.89 5.86 -0.28 -0.031
C 0.36 3.68 0.67 0.027
C -0.06 2.38 0.44 -0.067
N 0.78 1.38 0.18 0.041
H 7.95 1.02 -0.70 0.105
H 7.05 -1.00 0.00 0.141
H 6.90 -0.83 -1.75 0.137
H 5.00 -2.59 -1.13 0.130
H 2.57 -2.69 -0.79 0.091
H 4.84 1.57 -0.20 0.116
H 3.65 3.12 0.31 0.129
H 3.02 5.30 1.65 0.135
H 1.45 6.00 1.23 0.126
H 2.23 6.12 -0.93 0.100
H -0.37 4.45 0.88 0.126
H -1.11 2.12 0.48 0.087
O -1.04 -2.07 3.87 0.097
C -1.11 -1.88 2.68 -0.585
O -0.32 -1.04 2.04 -0.157
C -2.03 -2.72 1.87 -0.122
C -2.45 -3.95 2.34 -0.003
C -3.09 -4.87 1.52 -0.051
C -3.24 -4.56 0.15 -0.063
C -2.90 -3.34 -0.33 -0.060
N -2.39 -2.36 0.54 -0.040
H -2.21 -4.17 3.37 0.131
H -3.43 -5.81 1.91 0.104
H -3.64 -5.29 -0.55 0.112
H -3.04 -3.02 -1.35 0.125
F -6.70 4.85 -1.34 0.153
C -5.47 5.09 -0.86 -0.587
F -5.61 5.80 0.27 0.145
F -4.83 5.87 -1.75 0.143
C -4.72 3.80 -0.63 -0.111
C -4.31 3.43 0.65 0.008
C -3.66 2.22 0.83 -0.025
C -3.43 1.38 -0.25 -0.251
C -3.82 1.77 -1.54 -0.007
C -4.47 2.98 -1.72 0.005
C -2.89 0.07 -0.03 0.065
C -2.56 -1.07 0.21 -0.050
H -4.51 4.08 1.49 0.126
H -3.35 1.91 1.82 0.129
H -3.63 1.12 -2.38 0.121
H -4.79 3.28 -2.70 0.132
Br 1.80 -5.99 1.62 0.823
C 1.11 -4.92 0.25 -0.666
C 1.07 -5.36 -1.06 -0.080
C 0.56 -4.52 -2.03 -0.031
C 0.10 -3.27 -1.65 -0.132
N 0.15 -2.83 -0.39 -0.015
C 0.65 -3.64 0.55 -0.178
H 1.44 -6.35 -1.32 0.117
H 0.50 -4.82 -3.06 0.119
H -0.33 -2.59 -2.38 0.121
H 0.69 -3.27 1.56 0.114



10
Properties=species:S:1:pos:R:3:lowdin_charge:R:1 method="wB97M-V/def2-TZVPD" e_lumo_ev=0.8 smiles="[H]/N=C/OCC#N" orbital_gap_ev=11.74
H -0.08 1.97 -1.90 0.059
N 0.15 1.19 -1.29 0.111
C -0.89 0.67 -0.79 -0.296
O -0.87 -0.38 0.05 -0.062
C 0.40 -0.91 0.39 -0.176
C 0.67 -0.72 1.82 -0.168
N 0.91 -0.60 2.94 0.151
H -1.93 0.97 -0.96 0.137
H 1.19 -0.42 -0.20 0.109
H 0.39 -1.98 0.17 0.134



16
Properties=species:S:1:pos:R:3:lowdin_charge:R:1 method="wB97M-V/def2-TZVPD" spin_multiplicity=2 e_lumo_ev="-3.3 / -9.3" s2=0.7546 orbital_gap_ev="11.74 / 5.73" total_charge=+1
C 1.64 0.69 0.74 -0.096
O 0.73 1.81 0.91 0.214
C 0.94 -0.58 0.16 -0.136
C -0.06 -0.36 -1.05 -0.098
C -1.26 0.18 -0.43 -0.460
N -2.14 -0.77 0.24 0.185
O -1.49 1.41 -0.50 0.063
H 2.36 1.14 0.02 0.182
H 2.26 0.60 1.76 0.220
H -0.22 1.68 0.51 0.124
H 1.79 -1.24 -0.24 0.138
H 0.56 -1.36 1.05 0.189
H 0.37 0.25 -1.71 0.085
H -0.32 -1.28 -1.67 0.168
H -2.14 -1.79 -0.02 0.146
H -3.02 -0.38 0.23 0.075



61
Properties=species:S:1:pos:R:3:lowdin_charge:R:1 method="wB97M-V/def2-TZVPD" e_lumo_ev=0.4 smiles="CCOc1ccc(/C=C2/Sc3ccc(C(=O)NC[C@H]4CCCO4)cc3N(C)C2=O)cc1OC" orbital_gap_ev=8.12
C 1.96 8.94 0.88 -0.061
C 1.65 7.45 0.81 -0.256
O 2.63 6.78 1.58 -0.082
C 2.53 5.43 1.76 -0.179
C 1.57 4.64 1.13 0.001
C 1.50 3.27 1.31 -0.027
C 2.41 2.64 2.16 -0.217
C 2.41 1.20 2.38 -0.048
C 1.34 0.40 2.39 -0.416
S 1.57 -1.34 2.63 1.051
C 0.44 -1.89 1.39 -0.440
C 0.68 -3.12 0.78 -0.095
C -0.17 -3.59 -0.21 -0.035
C -1.25 -2.82 -0.61 -0.125
C -2.19 -3.20 -1.70 -0.447
O -2.79 -2.38 -2.36 0.074
N -2.35 -4.54 -1.87 0.076
C -3.15 -5.09 -2.93 -0.112
C -2.29 -5.78 -4.01 -0.324
C -1.74 -7.13 -3.55 -0.125
C -2.89 -8.09 -3.90 -0.150
C -3.64 -7.35 -5.03 -0.189
O -3.05 -6.07 -5.17 -0.098
C -1.47 -1.59 0.00 0.052
C -0.66 -1.11 1.02 -0.195
N -0.97 0.07 1.68 -0.031
C -2.34 0.55 1.63 -0.014
C -0.08 0.84 2.39 -0.461
O -0.43 1.81 3.02 0.086
C 3.39 3.41 2.77 0.055
C 3.46 4.79 2.61 -0.188
O 4.48 5.38 3.29 -0.068
C 4.53 6.78 3.48 -0.075
H 1.93 9.28 1.91 0.078
H 2.95 9.12 0.48 0.078
H 1.23 9.49 0.29 0.076
H 0.65 7.25 1.22 0.129
H 1.68 7.10 -0.23 0.126
H 0.86 5.10 0.46 0.105
H 0.76 2.71 0.78 0.118
H 3.38 0.75 2.55 0.114
H 1.53 -3.69 1.09 0.104
H 0.06 -4.53 -0.68 0.108
H -1.84 -5.18 -1.28 0.121
H -3.88 -5.80 -2.52 0.132
H -3.69 -4.26 -3.40 0.131
H -1.50 -5.08 -4.32 0.156
H -1.49 -7.15 -2.50 0.105
H -0.85 -7.38 -4.13 0.117
H -2.52 -9.06 -4.23 0.106
H -3.54 -8.24 -3.04 0.104
H -4.70 -7.25 -4.80 0.118
H -3.54 -7.85 -5.99 0.118
H -2.31 -1.01 -0.36 0.116
H -2.56 1.01 0.67 0.101
H -2.45 1.30 2.42 0.091
H -3.03 -0.27 1.81 0.103
H 4.11 2.96 3.42 0.130
H 5.35 6.94 4.18 0.093
H 4.74 7.30 2.55 0.090
H 3.60 7.16 3.91 0.098



37
Properties=species:S:1:pos:R:3:lowdin_charge:R:1 method="wB97M-V/def2-TZVPD" spin_multiplicity=2 e_lumo_ev="-9.2 / -11.2" s2=0.7567 orbital_gap_ev="7.93 / 5.97" total_charge=+2
C 3.10 -1.80 -0.66 -0.005
N 2.13 -1.31 -1.65 -0.003
C 0.94 -2.18 -1.69 -0.101
B 1.83 0.16 -1.53 -0.470
O 1.83 0.96 -2.58 0.229
Si 1.34 1.01 0.28 0.593
C 0.72 -0.34 1.43 -0.261
C -0.42 0.06 2.36 -0.201
C -1.75 0.31 1.66 -0.206
C -1.98 -0.57 0.47 -0.257
S -3.48 -0.02 -0.40 0.547
O -4.11 -1.16 -0.94 -0.254
O -4.26 0.72 0.48 -0.186
O -2.99 1.00 -1.53 -0.114
O 0.23 2.13 -0.07 -0.439
Si 0.28 3.59 0.82 0.632
H 3.60 -2.67 -1.07 0.128
H 2.63 -2.08 0.27 0.099
H 3.84 -1.05 -0.45 0.116
H 0.01 -1.50 -1.88 0.012
H 1.05 -2.82 -2.56 0.124
H 0.85 -2.74 -0.77 0.104
H 1.13 0.72 -3.22 0.160
H 2.59 1.60 0.81 0.059
H 1.57 -0.59 2.06 0.098
H 0.48 -1.24 0.89 0.048
H -0.19 0.95 2.92 0.109
H -0.52 -0.73 3.09 0.127
H -2.54 0.12 2.37 0.135
H -1.85 1.34 1.38 0.104
H -2.18 -1.62 0.68 0.111
H -1.17 -0.48 -0.27 0.031
H -2.25 0.62 -2.01 0.068
H 0.71 3.29 2.21 -0.037
H -1.09 4.11 0.86 -0.035
H 1.24 4.51 0.20 -0.036
Ag -1.32 -2.32 -1.95 0.971



28
Properties=species:S:1:pos:R:3:lowdin_charge:R:1 method="wB97M-V/def2-TZVPD" e_lumo_ev=-0.2 smiles="C=C(Cn1ccccc1=O)C(=O)c1ccsc1" orbital_gap_ev=8.18
C 1.94 -0.70 1.69 0.122
C 1.55 -0.46 0.40 -0.198
C 1.30 -1.63 -0.49 -0.112
N -0.10 -1.65 -0.81 0.004
C -0.57 -0.90 -1.89 -0.037
C -1.93 -0.86 -2.18 -0.077
C -2.88 -1.63 -1.41 -0.045
C -2.39 -2.44 -0.39 0.004
C -0.99 -2.48 -0.10 -0.467
O -0.63 -3.25 0.73 0.060
C 1.44 0.93 -0.10 -0.307
O 2.04 1.25 -1.14 0.071
C 0.79 2.00 0.73 -0.244
C 0.92 3.37 0.39 -0.145
C 0.22 4.25 1.18 -0.407
S -0.67 3.41 2.38 0.991
C -0.09 1.86 1.81 -0.323
H 2.01 -1.69 2.12 0.071
H 2.21 0.10 2.40 0.083
H 1.91 -1.61 -1.40 0.139
H 1.63 -2.54 0.03 0.129
H 0.14 -0.29 -2.47 0.134
H -2.27 -0.34 -3.07 0.094
H -3.94 -1.66 -1.62 0.102
H -3.04 -2.97 0.26 0.105
H 1.57 3.66 -0.44 0.118
H 0.22 5.35 1.18 0.075
H -0.41 0.94 2.20 0.058